C6H37NO14 | wB97M-V/def2-TZVPD

Its energy above the lowest of the compared OMol25 structures with the same formula, charge and spin is 78.8 kcal/mol. The calculation puts the HOMO energy at -9.1 eV. The LUMO energy is -0.130 eV. As for the spin multiplicity: 1. The value obtained for the HOMO-LUMO gap is 8.959 eV. As for the charge: 0.

Each line ends with the Löwdin charge.
Positions of all 58 atoms, in Å:
O (3.00146, -1.25383, -1.03104)  -0.09
O (-0.50716, -0.76077, 0.96603)  -0.01
O (-2.60556, 1.01955, 1.93867)  -0.09
O (-4.46475, -2.41332, 0.12815)  -0.06
O (0.84650, -0.99884, -2.98233)  -0.07
O (4.15687, 0.32281, 1.91021)  -0.04
O (-0.86992, 1.35253, -4.37195)  -0.07
O (3.01374, 0.53215, -2.77116)  -0.06
O (1.50419, -2.48414, 3.68727)  -0.04
O (-3.64255, -1.37368, 2.40049)  -0.02
O (-1.92388, -1.07523, -1.41222)  -0.09
O (2.89909, 3.00508, 1.07092)  -0.08
O (0.05358, -3.53138, -2.49675)  -0.07
O (1.30806, -3.01662, 0.45471)  -0.07
N (-0.60570, 1.47943, 0.55349)  -0.05
C (-0.47074, 0.42132, 1.38378)  -0.54
C (-0.80115, 1.39595, -0.87894)  -0.14
C (-0.75704, 2.86276, 1.01626)  -0.16
C (0.15125, 0.70351, 2.66340)  0.01
C (-0.68803, 2.84067, -1.38216)  -0.15
C (-0.70918, 3.81226, -0.17391)  -0.15
H (-0.03987, -1.08430, -2.71334)  -0.02
H (0.48699, -2.64356, 0.83885)  0.02
H (0.18489, 4.42646, -0.20525)  0.10
H (-0.07588, 0.65907, -1.25420)  0.11
H (-2.87638, -1.93928, 2.37240)  0.07
H (-3.50602, 0.59622, 1.68026)  0.11
H (3.96451, -0.25547, 1.16748)  0.03
H (-1.48236, 3.01452, -2.15584)  0.12
H (3.60864, 3.53991, 1.39519)  0.02
H (-2.67172, -0.53101, -1.06945)  0.06
H (-1.80252, 1.12627, -1.27084)  0.11
H (-1.43475, -1.41568, -0.62364)  0.03
H (1.05800, -1.78064, 3.20171)  -0.01
H (-3.95967, -1.25840, 3.26776)  0.06
H (2.31619, -1.57843, -0.43697)  0.00
H (-1.55724, 4.49741, -0.14440)  0.10
H (2.97552, 2.16270, 1.62206)  0.03
H (0.33379, 2.97562, -1.85676)  0.12
H (-0.37185, 1.50928, 3.31646)  0.13
H (0.98461, -3.76369, -0.10017)  0.06
H (0.10792, -0.18926, 3.32964)  0.10
H (-0.12737, -2.86880, -3.20668)  0.04
H (0.14508, 3.05821, 1.74141)  0.14
H (1.39606, -3.24259, 3.13938)  0.01
H (2.74547, 0.61199, -1.85721)  0.03
H (-4.51843, -1.84821, 0.89573)  -0.02
H (-0.09305, 1.93106, -4.33768)  0.04
H (4.18429, -0.20857, 2.70598)  0.04
H (-3.55607, -2.27052, -0.16624)  0.00
H (1.06486, 1.07532, 2.39923)  0.05
H (3.85547, 0.09300, -2.79976)  0.04
H (0.82191, -3.99172, -2.84981)  0.04
H (-2.39654, 0.39369, 2.67726)  0.05
H (1.26383, -0.17433, -3.26783)  0.02
H (-1.69700, 3.04128, 1.57184)  0.11
H (-0.45721, 0.83361, -5.09630)  0.05
H (2.61194, -1.73304, -1.80340)  0.05

***

C6H37NO14 | wB97M-V/def2-TZVPD

Its energy above the lowest of the compared OMol25 structures with the same formula, charge and spin is 159.7 kcal/mol. The calculation puts the HOMO energy at -9.0 eV. The LUMO energy is 0.029 eV. As for the spin multiplicity: 1. The value obtained for the HOMO-LUMO gap is 9.031 eV. As for the charge: 0.

Each line ends with the Löwdin charge.
Positions of all 58 atoms, in Å:
O (-2.86352, 1.64545, 1.88015)  -0.05
O (-4.06670, -0.22459, -0.54032)  -0.03
O (-3.16081, -1.88920, 1.81659)  -0.02
O (1.35653, 2.54811, -2.08213)  -0.01
O (3.32672, 0.59244, 1.25547)  -0.04
O (1.84925, -1.90135, -1.67414)  -0.05
O (2.01481, -0.41837, -4.07266)  -0.06
O (1.37855, -2.69674, 2.15746)  -0.11
O (0.48135, 1.83137, -4.36400)  -0.05
O (-2.97058, 2.39476, -0.88605)  -0.07
O (4.38003, 0.70290, -0.92275)  -0.07
O (0.58647, -3.81784, 0.11022)  -0.15
O (1.86554, 2.93036, 1.02696)  -0.03
O (-0.71946, 1.65383, 3.64037)  0.04
N (-0.62069, -0.97260, 2.57541)  0.02
C (0.20319, 1.33731, 2.90483)  -0.14
C (-0.81880, -0.88434, -0.27143)  -0.14
C (-0.48057, 0.38032, 0.54518)  -0.12
C (-1.55603, -2.35095, -1.82401)  -0.13
C (0.19975, 0.05410, 1.90312)  -0.29
C (-1.39492, -1.02430, -1.46543)  -0.21
H (4.42656, -0.28542, -1.24620)  0.14
H (-1.44010, 1.05963, 0.70151)  0.10
H (-2.53985, 0.82696, 1.57158)  -0.04
H (1.18450, 1.63384, 3.07820)  0.08
H (-3.77770, -1.39836, 1.34302)  -0.02
H (-0.79771, -1.85915, 0.37878)  0.11
H (1.57521, -1.14223, -2.06270)  -0.08
H (-3.29143, 0.19238, -0.08929)  0.02
H (-3.93875, -0.09520, -1.43255)  -0.01
H (1.84885, -1.82179, 2.20562)  0.06
H (-1.29048, -3.06610, -0.88200)  0.13
H (0.49602, -2.26034, 2.43768)  0.03
H (-3.51890, -2.76571, 2.05971)  0.08
H (0.26214, 0.89257, -0.16598)  0.12
H (-1.19591, -1.52485, 2.01907)  0.00
H (-1.00188, -2.56775, -2.66891)  0.06
H (4.04377, 1.10900, 1.20998)  -0.03
H (0.86477, 1.91843, -3.48681)  -0.03
H (2.65395, 2.38341, 1.06196)  0.00
H (-1.48202, -0.23779, -2.21674)  0.13
H (0.88907, -4.81701, 0.01823)  0.12
H (0.68961, 3.06407, -1.60524)  0.09
H (-3.16836, 2.87555, -0.09433)  0.01
H (-2.55845, -2.63921, -1.91947)  0.06
H (-2.33514, 2.12964, 2.54118)  0.05
H (1.49535, 0.22880, -4.57463)  0.01
H (-0.33221, 1.38219, -4.27092)  0.02
H (3.73021, 1.14744, -1.45393)  0.03
H (1.17661, -2.05158, -0.92979)  0.03
H (2.12877, 3.80029, 1.31712)  0.05
H (3.50441, 0.06936, 0.45089)  0.04
H (1.15471, -3.48711, 0.85514)  -0.03
H (1.79021, 2.21403, -1.33640)  -0.01
H (-0.63134, -0.98005, 3.63588)  0.15
H (1.27864, -0.27989, 1.63380)  0.11
H (1.77305, -1.26766, -4.43413)  0.04
H (-3.90249, 2.54580, -1.19216)  0.08

***

C6H38O14 | wB97M-V/def2-TZVPD

Its energy above the lowest of the compared OMol25 structures with the same formula, charge and spin is 0.0 kcal/mol. The calculation puts the HOMO energy at -0.1 eV. The LUMO energy is 4.177 eV. As for the spin multiplicity: 1. The value obtained for the HOMO-LUMO gap is 4.319 eV. As for the charge: -2.

Each line ends with the Löwdin charge.
Positions of all 58 atoms, in Å:
O (0.51040, -0.96324, 0.60185)  -0.33
O (-3.36530, 3.12298, 2.20560)  -0.40
O (-0.03234, -3.74009, 1.67572)  -0.05
O (-2.03915, -0.33559, -3.97785)  -0.08
O (-0.92290, -2.33418, -1.06466)  -0.06
O (-2.85066, 1.75974, -2.03333)  -0.03
O (-1.97437, -0.37742, 1.84550)  -0.04
O (0.51999, -1.92198, -3.68253)  -0.02
O (4.69006, -2.38238, 0.51019)  -0.06
O (2.07315, -0.88145, 2.68540)  -0.07
O (0.96273, 1.73172, 4.10584)  -0.05
O (-3.30062, -1.08169, -1.42612)  -0.05
O (2.97777, -3.38493, -2.83218)  -0.08
O (2.02638, -2.94400, -0.47430)  -0.04
C (-0.94747, 2.84638, 1.99130)  -0.07
C (0.86513, 0.25677, 0.00235)  -0.55
C (-2.26589, 3.43994, 1.36454)  -0.66
C (2.12519, 0.15445, -0.76433)  -0.06
C (-2.27241, 4.86848, 1.06521)  -0.14
C (-0.25654, 0.63543, -0.91157)  -0.06
H (-2.12270, 5.34059, 2.07238)  0.08
H (-2.50086, -1.54204, -1.23324)  -0.03
H (1.69757, -0.93854, 1.83379)  -0.07
H (2.32654, 1.20027, -1.07751)  0.10
H (-0.42463, -2.18304, -1.88146)  0.01
H (-1.23688, -0.56721, 1.25051)  -0.01
H (0.20747, 1.66414, 4.67516)  0.04
H (-0.17574, 0.09865, -1.82849)  0.07
H (-1.14774, 0.43712, -0.48998)  0.03
H (0.47750, -2.83549, -3.97788)  0.07
H (2.91199, -2.93662, -0.14827)  0.00
H (0.53500, 2.11072, 3.34271)  -0.03
H (1.62789, -0.13222, 3.13161)  0.01
H (-1.54617, -0.18698, 2.65884)  0.00
H (-0.61214, 3.41989, 2.83470)  0.05
H (1.42121, -1.80445, -3.86646)  0.01
H (0.45836, -2.97143, 1.46880)  -0.04
H (-3.61776, -1.03338, -0.53468)  0.04
H (1.71359, -2.05903, -0.27694)  -0.01
H (-0.67632, -3.45260, 2.33238)  0.03
H (0.98293, 1.00747, 0.78293)  0.11
H (-3.04073, 0.90801, -1.78665)  -0.06
H (-0.36410, -1.81505, -0.47596)  -0.03
H (4.59283, -2.04242, 1.40470)  0.05
H (-3.14789, 5.15257, 0.53618)  0.05
H (2.89962, -0.11468, -0.09179)  0.05
H (-2.05143, 0.32382, -3.27105)  -0.01
H (-1.43128, 5.14446, 0.37397)  0.06
H (-2.72987, 2.91669, 0.51124)  0.10
H (2.04663, -0.44287, -1.68589)  0.08
H (-0.17972, 2.68323, 1.24930)  0.05
H (-1.14896, -0.72151, -3.96125)  -0.01
H (-2.11423, 1.90555, -1.42825)  0.00
H (4.91125, -1.58691, -0.02263)  0.06
H (-0.23861, 1.63310, -1.10626)  0.06
H (-1.08790, 1.88277, 2.43344)  0.03
H (3.78489, -3.80178, -2.58886)  0.01
H (2.47725, -3.12975, -2.04575)  -0.03

***

C6H39NO14 | wB97M-V/def2-TZVPD

Its energy above the lowest of the compared OMol25 structures with the same formula, charge and spin is 159.8 kcal/mol. The calculation puts the HOMO energy at -7.9 eV. The LUMO energy is -0.147 eV. As for the spin multiplicity: 1. The value obtained for the HOMO-LUMO gap is 7.763 eV. As for the charge: 0.

Each line ends with the Löwdin charge.
Positions of all 60 atoms, in Å:
O (2.35517, -3.71583, 1.39596)  -0.06
O (-2.19974, 1.42641, -1.87538)  -0.09
O (-3.85122, 0.70822, -0.93701)  -0.11
O (-1.60118, -2.08844, 3.27251)  -0.06
O (-2.49305, -1.75178, -0.75582)  -0.10
O (-0.54723, 4.37108, -1.42387)  -0.02
O (1.98879, -1.54564, -0.76144)  -0.11
O (3.57754, -0.01375, 2.54288)  -0.04
O (1.39209, -3.86289, -1.87195)  -0.05
O (-0.68652, -2.08821, -2.80722)  -0.05
O (-0.78733, -3.67576, 1.28675)  -0.06
O (-0.00072, 0.74227, -3.36099)  -0.07
O (4.23060, -0.38617, -0.00186)  -0.05
O (2.46163, 0.93113, -2.17241)  -0.04
N (0.94780, 0.70735, 0.48746)  0.11
C (-0.38051, 1.13080, 0.75776)  -0.28
C (-1.45125, 0.21053, 0.40607)  -0.15
C (-1.82369, 3.00597, 1.51546)  -0.08
C (-2.50266, -0.05188, 1.17667)  0.03
C (0.75260, 3.21813, 1.55889)  -0.06
C (-0.47966, 2.40013, 1.22297)  -0.31
H (-0.99275, -1.48285, 2.85872)  0.02
H (-3.84967, 0.73846, -1.89718)  0.06
H (-0.73824, -3.36682, 0.37720)  0.02
H (0.41953, 0.76204, -4.23053)  0.07
H (2.41759, 1.45446, -1.36667)  0.04
H (1.27116, 3.32653, 0.60487)  0.07
H (-2.42774, -0.78306, -0.73493)  -0.03
H (1.14229, -0.16768, -0.00460)  0.04
H (0.43534, 4.21350, 1.88509)  0.08
H (2.07890, -2.22752, -1.44219)  0.02
H (3.71892, 0.69428, 3.18154)  0.06
H (2.18772, -3.56695, 0.45510)  -0.01
H (-0.81445, -1.13424, -2.87955)  0.01
H (-1.83108, 2.20230, -1.44752)  0.04
H (-1.69837, -3.53108, 1.56501)  0.04
H (-1.13114, -2.28464, -1.98661)  -0.01
H (-0.35295, 3.46740, -1.25888)  -0.01
H (2.86824, -1.14069, -0.56427)  -0.01
H (-2.00374, 3.08002, 2.59631)  0.09
H (0.80350, 0.75111, -2.79763)  0.02
H (-1.28663, -0.39369, -0.47977)  0.08
H (1.32966, 2.86412, 2.39757)  0.07
H (0.84926, -4.42875, -1.29893)  0.06
H (-3.68487, 1.57511, -0.55501)  0.04
H (2.95241, 0.12191, -2.03017)  0.03
H (-0.88669, -2.56991, 3.70699)  0.05
H (0.66035, -3.56341, -2.42830)  0.02
H (-3.29171, -0.74016, 0.90695)  0.08
H (1.42708, -3.86383, 1.59436)  0.00
H (1.58263, 0.82526, 1.26272)  0.06
H (-1.85047, 4.10449, 1.37301)  0.07
H (4.02573, -0.78915, 2.88602)  0.06
H (-0.98350, 4.74626, -0.65351)  0.03
H (4.13794, 0.35227, 0.61479)  0.05
H (-3.34049, -1.89219, -1.19427)  0.09
H (-2.59765, 0.45320, 2.12712)  0.09
H (-1.46050, 0.91661, -2.25069)  0.03
H (4.64267, -1.04862, 0.56482)  0.07
H (-2.62975, 2.65422, 0.88758)  0.06

***

C6H39NO14 | wB97M-V/def2-TZVPD

As for the expectation value of S²: 0.754. Its energy above the lowest of the compared OMol25 structures with the same formula, charge and spin is 60.4 kcal/mol. The calculation puts the HOMO energy (alpha / beta) at -13.5 / -13.4 eV. The LUMO energy (alpha / beta) is -4.608 / -8.409 eV. As for the spin multiplicity: 2. The value obtained for the HOMO-LUMO gap (alpha / beta) is 8.854 / 5.022 eV. As for the charge: +1.

Each line ends with the Löwdin spin population.
Positions of all 60 atoms, in Å:
O (-2.62800, 0.04562, 0.83991)  0.01
O (3.56830, -0.36686, -1.82472)  0.02
O (1.07102, 0.80772, -3.34256)  0.06
O (0.23598, 3.88584, 0.51382)  0.00
O (-0.47193, 2.43336, 3.23981)  0.00
O (-1.59733, -2.79357, -0.67586)  0.01
O (2.33646, 2.31526, 2.12993)  0.02
O (-2.06563, 2.83575, -0.08910)  0.00
O (-3.42814, -1.22897, -1.46426)  0.00
O (0.18861, -3.13039, -2.69816)  0.00
O (-1.65482, -0.03118, 3.76615)  0.01
O (4.11551, 1.96004, -0.27435)  0.00
O (2.41555, -1.96514, -3.67693)  0.00
O (-4.42835, 1.57598, -1.75713)  0.00
N (-0.14624, -2.35971, 2.81685)  0.01
C (0.73880, -0.05872, 1.12136)  0.09
C (0.61960, -0.38215, -0.33360)  0.26
C (1.04066, -2.45877, 1.94288)  0.00
C (1.62574, -1.05126, 1.87537)  0.02
C (-0.08503, 0.37396, -2.66333)  0.03
C (0.01626, 0.52467, -1.17590)  0.39
H (0.05302, -2.76480, 3.72824)  0.00
H (-0.14645, -0.65557, -3.11691)  0.00
H (-0.15953, 4.14199, 1.37773)  0.00
H (1.10474, 1.76193, -3.11499)  0.00
H (-0.66841, 3.60954, 0.10081)  0.00
H (1.63980, 2.81196, 1.66260)  0.00
H (-2.41557, 2.06899, -0.56951)  0.00
H (1.70062, 2.04499, 2.82064)  0.00
H (3.46050, 0.32378, -2.48262)  0.00
H (1.72197, -3.19561, 2.36527)  0.00
H (-1.07707, -2.47477, 2.47921)  0.00
H (3.75249, 0.00156, -0.95776)  0.00
H (0.75334, -1.40905, -0.68992)  0.01
H (-1.05958, -2.88844, -1.48539)  0.00
H (2.58088, -1.00595, 1.34484)  0.00
H (-3.00416, -1.50475, -2.28021)  0.00
H (-1.03039, 0.72847, -3.17258)  0.00
H (-2.33055, 0.07068, 3.07325)  0.00
H (-0.35606, -3.78360, -3.16896)  0.00
H (1.76205, -0.79189, 2.96009)  0.00
H (2.85575, -1.35745, -3.05562)  0.00
H (-3.54855, 0.32443, 0.82522)  0.00
H (-1.00718, -2.77888, 0.08136)  0.00
H (-0.72659, 1.48368, 3.28972)  0.00
H (3.62240, 1.91958, 0.55857)  0.00
H (-1.93602, 2.63674, 0.84388)  0.00
H (-3.99459, 1.22023, -2.55304)  0.00
H (-3.01467, -1.79496, -0.75168)  0.00
H (-0.29608, 2.48420, 4.19079)  0.00
H (0.81541, -2.83158, 0.86317)  0.00
H (1.01591, -2.83304, -3.17611)  0.00
H (1.85798, -1.30076, -4.10756)  0.00
H (-0.19329, -0.08190, 1.78108)  0.04
H (-1.08296, -0.70764, 3.37260)  0.00
H (-2.35817, -0.45021, 0.06401)  0.00
H (1.10539, 0.99421, 1.18512)  0.02
H (-0.11006, 1.51723, -0.70320)  0.01
H (3.68183, 2.70624, -0.70068)  0.00
H (-4.43518, 0.82899, -1.15167)  0.00

***

C6H3BiCl2NO3RuS | wB97M-V/def2-TZVPD

As for the expectation value of S²: 8.788. Its energy above the lowest of the compared OMol25 structures with the same formula, charge and spin is 0.0 kcal/mol. The calculation puts the HOMO energy (alpha / beta) at -22.5 / -24.9 eV. The LUMO energy (alpha / beta) is -16.245 / -18.036 eV. As for the spin multiplicity: 6. The value obtained for the HOMO-LUMO gap (alpha / beta) is 6.258 / 6.844 eV. As for the charge: +4.

Each line ends with the Löwdin spin population.
Positions of all 18 atoms, in Å:
Bi (-0.62017, 0.32345, -0.05435)  0.02
Ru (-0.34245, -0.55854, -4.58804)  3.18
Cl (0.91207, -1.50255, -0.58866)  0.01
Cl (-0.99340, 0.78311, -2.70446)  0.16
S (0.14078, 2.01768, 4.69935)  0.03
O (-0.96458, -2.32434, 2.28573)  0.00
O (-1.08362, 1.27654, -6.80962)  0.17
O (0.35458, -2.67529, -6.58165)  0.18
N (0.23730, 0.80386, 2.44564)  0.03
C (-1.27592, -1.38891, 1.68015)  0.00
C (-0.48617, 1.69472, 3.15553)  0.26
C (1.34214, 0.75497, 4.49438)  0.32
C (1.16408, 0.14265, 3.27522)  0.35
C (-0.79477, 0.55431, -5.92311)  0.12
C (0.09608, -1.85283, -5.78266)  0.15
H (1.62153, -0.77321, 2.90244)  0.01
H (2.11036, 0.50769, 5.21844)  0.01
H (-1.41786, 2.21672, 2.87568)  0.01

***

Question: The highest spin multiplicity belongs to which entry?
Answer: C6H3BiCl2NO3RuS

***

Question: Look up the spin multiplicity of the fifth one.
Answer: 2

***

Question: Which of these has the highest charge?
Answer: C6H3BiCl2NO3RuS

***

Question: Look up the spin multiplicity of the fifth one.
Answer: 2